# 1
DFT (ωB97M-V/def2-TZVPD) results for 2 unconnected molecules or ions with the total composition C6H10O.

Properties
M	98.14	g/mol
total energy	-8428.3985	eV
SMILES string	C1[C@H]2C[C@@H]12.C=CO
highest occupied orbital energy	-8.875	eV
relative energy (zero: lowest compared OMol25 entry of this formula, charge and spin)	2.842	eV
HOMO-LUMO gap	9.97	eV
LUMO energy	1.09	eV

The geometry in XYZ format:
```
17
C6H10O ωB97M-V/def2-TZVPD
O 0.57 -1.81 0.86
C 1.81 -1.32 0.61
C 2.28 -0.85 -0.54
C -0.04 1.08 -0.04
C -1.39 1.49 -0.47
C -0.95 0.08 -0.71
C -2.19 0.38 0.09
H 2.42 -1.34 1.51
H 3.27 -0.42 -0.58
H 1.68 -0.84 -1.46
H 0.81 1.45 -0.60
H 0.18 0.93 1.02
H -1.65 2.19 -1.25
H -0.88 -0.39 -1.68
H -0.06 -1.42 0.22
H -3.15 0.18 -0.39
H -2.18 0.20 1.17
```

Here are the Mulliken charges for atoms 1 to 8, given in e:
1 O -0.5191
2 C -0.0367
3 C -0.7230
4 C -0.2390
5 C -0.4319
6 C -0.4691
7 C -0.3324
8 H 0.3584

# 2
DFT (ωB97M-V/def2-TZVPD) results for 6 unconnected molecules or ions with the total composition C25H64NO25P5S in a non-equilibrium geometry.

Properties
M	965.71	g/mol
total energy	-136922.8117	eV
SMILES string	CCCC[C@@H]1OS(=O)(=O)O[C@H]1CC(=O)N(C)C.COP(=O)(OC)OC.COP(=O)(OC)OC.COP(=O)(OC)OC.COP(=O)(OC)OC.COP(=O)(OC)OC
highest occupied orbital energy	-9.194	eV
HOMO-LUMO gap	9.29	eV
LUMO energy	0.10	eV

The geometry in XYZ format:
```
121
C25H64NO25P5S ωB97M-V/def2-TZVPD
C -2.40 -0.17 3.52
C -2.07 -1.34 2.40
C -2.48 -0.87 0.85
C -1.21 0.03 0.31
C -1.49 0.87 -1.07
O -1.76 0.09 -2.32
S -1.48 1.33 -3.50
O -2.77 2.18 -3.76
O -0.53 1.02 -4.69
O -0.51 2.48 -2.62
C -0.05 1.61 -1.48
C 0.73 2.50 -0.35
C 1.79 1.59 0.57
O 1.57 1.65 1.91
N 2.87 0.77 -0.10
C 2.63 -0.69 0.24
C 4.25 1.25 0.32
H -3.52 0.16 3.54
H -2.08 -0.61 4.58
H -1.69 0.79 3.36
H -2.50 -2.40 2.67
H -0.88 -1.43 2.37
H -3.51 -0.32 0.83
H -2.48 -1.87 0.21
H -1.00 0.84 1.17
H -0.22 -0.60 0.23
H -2.44 1.59 -1.08
H 0.64 0.77 -1.96
H -0.10 2.97 0.38
H 1.38 3.30 -0.88
H 3.57 -1.38 0.14
H 2.25 -0.81 1.36
H 1.78 -1.13 -0.46
H 4.22 2.30 0.86
H 4.93 1.43 -0.65
H 4.77 0.51 1.09
C -5.59 1.71 -3.92
O -6.77 1.23 -4.52
P -6.92 -0.34 -4.80
O -5.68 -1.16 -4.69
O -7.60 -0.36 -6.26
C -6.86 0.22 -7.31
O -8.12 -0.79 -3.83
C -8.79 -2.00 -4.14
H -5.35 2.69 -4.36
H -5.74 1.84 -2.84
H -4.73 1.05 -4.09
H -5.79 0.10 -7.16
H -7.10 1.29 -7.37
H -7.14 -0.26 -8.25
H -8.19 -2.63 -4.79
H -9.74 -1.76 -4.63
H -8.99 -2.54 -3.21
C 2.13 -5.43 4.67
O 2.05 -6.00 3.38
P 0.85 -5.56 2.40
O -0.27 -4.80 3.02
O 0.42 -6.97 1.74
C -0.05 -7.96 2.62
O 1.61 -4.81 1.20
C 0.91 -4.67 -0.02
H 2.49 -6.19 5.36
H 2.84 -4.60 4.66
H 1.16 -5.07 5.03
H -0.58 -7.52 3.47
H 0.79 -8.56 2.98
H -0.74 -8.61 2.08
H -0.17 -4.81 0.11
H 1.28 -5.42 -0.73
H 1.09 -3.68 -0.43
C 5.98 -0.67 -5.00
O 7.27 -0.10 -4.95
P 7.70 0.75 -3.65
O 6.60 1.13 -2.70
O 8.48 2.00 -4.30
C 7.73 2.83 -5.16
O 8.88 -0.13 -3.01
C 9.76 0.53 -2.11
H 5.62 -0.61 -6.03
H 6.03 -1.72 -4.70
H 5.26 -0.15 -4.36
H 6.68 2.88 -4.85
H 7.79 2.45 -6.18
H 8.15 3.84 -5.13
H 9.33 1.45 -1.72
H 10.69 0.76 -2.64
H 9.98 -0.14 -1.28
C -7.42 5.91 0.78
O -8.31 4.84 0.57
P -7.91 3.37 1.09
O -6.48 3.18 1.49
O -8.39 2.43 -0.13
C -7.78 2.66 -1.38
O -8.99 3.06 2.23
C -9.19 1.71 2.59
H -7.48 6.57 -0.09
H -7.73 6.47 1.67
H -6.39 5.58 0.88
H -6.74 3.00 -1.27
H -8.35 3.42 -1.93
H -7.78 1.73 -1.95
H -8.35 1.08 2.28
H -10.10 1.34 2.12
H -9.30 1.64 3.68
C 7.31 2.98 4.91
O 7.15 1.82 5.71
P 6.45 0.52 5.07
O 5.76 0.71 3.76
O 5.50 0.02 6.27
C 4.49 0.91 6.68
O 7.64 -0.57 5.07
C 7.27 -1.93 4.97
H 7.16 3.85 5.54
H 8.33 3.00 4.51
H 6.59 3.02 4.09
H 4.13 1.52 5.85
H 4.89 1.56 7.47
H 3.65 0.33 7.09
H 6.25 -2.05 4.58
H 7.33 -2.39 5.96
H 7.96 -2.44 4.30
```

Here are the Mulliken charges for atoms 1 to 8, given in e:
1 C -0.9051
2 C -0.3128
3 C -0.3457
4 C 0.0107
5 C 0.1417
6 O -0.3766
7 S 1.0995
8 O -0.5035

# 3
DFT (ωB97M-V/def2-TZVPD) results for 3 unconnected molecules or ions with the total composition C15H24F7N4O4S2 in a non-equilibrium geometry.

Properties
total charge	+1
M	521.50	g/mol
total energy	-70778.3601	eV
highest occupied orbital energy	-11.062	eV
HOMO-LUMO gap	6.73	eV
LUMO energy	-4.34	eV

The geometry in XYZ format:
```
56
C15H24F7N4O4S2 ωB97M-V/def2-TZVPD
O 2.43 -5.53 -1.48
S 1.98 -4.14 -1.42
O 1.69 -3.70 -2.77
N 0.61 -4.14 -0.38
C 0.58 -5.08 0.66
N -0.59 -4.91 1.32
C -1.36 -3.85 0.77
C -0.57 -3.34 -0.35
C -0.94 -2.20 -1.35
C -1.04 -0.77 -0.66
C -2.53 -0.33 -0.32
S -2.73 -0.31 1.51
C 3.36 -3.21 -0.58
F 4.56 -3.41 -1.21
F 3.51 -3.81 0.67
C 3.08 -1.68 -0.29
F 1.92 -1.60 0.46
F 4.10 -1.26 0.55
C 3.09 -0.72 -1.56
F 4.05 0.25 -1.35
F 1.90 -0.02 -1.70
F 3.42 -1.33 -2.72
H 1.34 -5.86 0.91
H -0.89 -5.49 2.11
H -2.35 -3.47 1.11
H -0.14 -2.15 -2.12
H -1.91 -2.45 -1.87
H -0.38 -0.66 0.24
H -0.64 -0.04 -1.43
H -2.69 0.67 -0.81
H -3.21 -1.06 -0.84
H -1.47 -0.08 2.03
C 2.60 3.93 -5.03
C 1.90 3.22 -3.90
O 0.77 2.78 -4.01
N 2.58 3.07 -2.73
C 3.92 3.52 -2.40
H 1.94 3.97 -5.90
H 2.84 4.96 -4.74
H 3.51 3.40 -5.32
H 2.05 2.58 -2.02
H 4.51 2.64 -2.12
H 3.86 4.19 -1.55
H 4.40 4.03 -3.23
C -3.65 1.47 4.85
C -3.59 2.68 3.95
O -2.74 2.80 3.07
N -4.52 3.65 4.13
C -5.59 3.69 5.11
H -2.85 0.78 4.58
H -3.51 1.77 5.89
H -4.60 0.95 4.72
H -4.42 4.43 3.50
H -6.54 3.77 4.57
H -5.46 4.57 5.73
H -5.60 2.80 5.74
```

Here are the Mulliken charges for atoms 1 to 8, given in e:
1 O -0.6130
2 S 1.0168
3 O -0.5257
4 N 0.0267
5 C -0.1618
6 N -0.0208
7 C -0.5036
8 C 0.3805